55
Properties=species:S:1:pos:R:3:lowdin_charge:R:1 method="wB97M-V/def2-TZVPD" energy_ha=-4741.03392 lumo_ev="-2.80 / -3.40" orbital_gap_ev="6.194 / 5.572"
Ru -1.86392 2.05137 -0.03283 0.73
S -3.11829 2.27456 -1.75875 0.78
C -4.72076 2.38360 -1.19564 -0.67
C -5.74456 2.72113 -2.14221 -0.26
N -6.55104 3.01263 -2.90713 0.19
C -4.98321 2.09193 0.12565 -0.69
S -3.73179 1.62231 1.13158 0.85
C -6.32537 2.10974 0.64739 -0.23
N -7.39362 2.11484 1.06717 0.20
C 3.93452 -2.91544 -1.61265 -0.04
C 3.93516 -1.93503 -0.43189 -0.56
C 4.29309 -2.68668 0.85720 -0.04
C 5.00332 -0.87191 -0.68546 -0.07
C 2.54444 -1.32035 -0.28691 -0.16
C 2.31282 0.04369 -0.35849 -0.07
C 1.01687 0.49203 -0.20937 -0.52
Br 0.70408 2.37626 -0.26492 0.98
C -0.09208 -0.30817 0.01453 -0.33
O -1.33752 0.21047 0.15761 -0.35
C 0.12896 -1.69466 0.09579 -0.07
C 1.43735 -2.13870 -0.06166 0.02
C -0.95252 -2.76781 0.33009 -0.53
C -0.96899 -3.71189 -0.88299 -0.04
C -2.38277 -2.25331 0.52601 -0.06
C -0.58288 -3.56567 1.59192 -0.04
H 4.92649 -3.35518 -1.73382 0.09
H 3.66990 -2.40516 -2.54067 0.09
H 3.22496 -3.73002 -1.46094 0.08
H 5.28262 -3.13883 0.76455 0.09
H 3.57972 -3.48417 1.07023 0.08
H 4.30499 -2.00755 1.71160 0.09
H 5.97634 -1.35408 -0.78799 0.09
H 5.07238 -0.16264 0.14185 0.09
H 4.81049 -0.31682 -1.60600 0.09
H 3.11168 0.75320 -0.51848 0.10
H 1.60819 -3.20574 -0.00312 0.10
H -1.23050 -3.16665 -1.79212 0.09
H -1.71324 -4.49588 -0.72985 0.09
H -0.00401 -4.19346 -1.04414 0.08
H -2.74975 -1.71523 -0.34707 0.08
H -2.46971 -1.60152 1.39366 0.08
H -3.02943 -3.11873 0.68598 0.09
H 0.38158 -4.06579 1.49947 0.08
H -1.33831 -4.33179 1.77638 0.09
H -0.54180 -2.91065 2.46421 0.10
N -1.04926 5.12355 -0.88920 0.15
C -1.19835 4.86487 0.43957 -0.54
O -1.95410 3.84678 0.79014 -0.29
C -0.55592 5.60456 1.40307 -0.20
C 0.19319 6.75033 1.00599 -0.21
N 0.80109 7.63734 0.59329 0.15
C -0.60962 5.18567 2.76790 -0.20
N -0.66361 4.83913 3.86333 0.16
H -1.80188 4.83027 -1.49074 0.08
H -0.59548 5.98928 -1.14109 0.10

***

48
Properties=species:S:1:pos:R:3:lowdin_charge:R:1 method="wB97M-V/def2-TZVPD" smiles="C=CCN(C)C/C=C/COc1ccc2c(-c3ccc(Br)cc3)csc2c1" energy_ha=-3953.63438 lumo_ev=0.66 orbital_gap_ev=8.640
Br 1.59687 -4.19308 8.88560 0.73
O 0.87918 1.24610 -0.51760 -0.06
S 2.66340 2.92916 4.03202 1.01
C -5.11112 0.14494 -6.83745 0.01
C 2.50930 1.78708 5.36110 -0.34
C 1.96059 0.59432 4.99184 -0.24
C -3.80150 0.58110 -6.84978 -0.17
C 0.25882 0.94514 -2.74743 -0.06
C -0.53663 0.49699 -3.75148 -0.08
C 2.77614 -2.01766 7.59890 -0.14
C 0.47757 -2.32641 6.93730 -0.10
C 0.81708 -0.31331 1.42332 -0.01
C 1.61477 1.96366 1.55911 -0.01
C 2.88139 -0.94229 6.70773 -0.02
C 0.58950 -1.26069 6.04022 -0.03
C 1.06311 -0.49000 2.77965 -0.01
C 1.58999 -2.68314 7.74683 -0.70
C 1.09415 0.92508 0.80812 -0.26
C 1.93905 1.78229 2.93068 -0.46
C 1.78821 -0.52400 5.94767 -0.18
C 1.60691 0.56602 3.57515 -0.19
N -1.55439 0.47814 -5.92717 -0.24
C 0.15062 0.38478 -1.38918 -0.21
C -1.15291 -0.83480 -6.48173 -0.08
C -2.99410 0.70178 -5.60568 -0.21
C -0.55424 1.13088 -5.09332 -0.21
H -5.68796 0.09977 -7.75472 0.04
H -5.58163 -0.10022 -5.87990 0.05
H 2.79198 1.99354 6.38269 0.08
H -3.38376 0.82986 -7.82699 0.10
H 1.00414 1.73769 -2.87511 0.13
H -1.16676 -0.33491 -3.53979 0.11
H 3.63325 -2.37864 8.16964 0.10
H -0.50131 -2.87989 6.99143 0.12
H 0.37411 -1.14462 0.87879 0.11
H 1.80007 2.93107 1.05349 0.13
H 3.82336 -0.43029 6.59820 0.11
H -0.28469 -0.99283 5.46588 0.11
H 0.87342 -1.45505 3.24598 0.11
H 0.61827 -0.59672 -1.40619 0.13
H -0.89087 0.31454 -1.09611 0.13
H -1.59584 -1.02313 -7.48189 0.08
H -0.08122 -0.94832 -6.56975 0.08
H -1.52900 -1.63681 -5.85803 0.07
H -3.34428 -0.00020 -4.82591 0.12
H -3.13087 1.70086 -5.27006 0.11
H -0.73750 2.21500 -5.03129 0.13
H 0.44534 1.02723 -5.49480 0.11

***

53
Properties=species:S:1:pos:R:3:lowdin_charge:R:1 method="wB97M-V/def2-TZVPD" total_charge=+1 energy_ha=-2367.59591 lumo_ev="-3.10 / -3.10" orbital_gap_ev="7.714 / 7.714" e_above_lowest_kcal_mol=30.3
Pd -0.37611 0.12871 -0.92030 0.90
N 1.65976 -0.10275 -0.97781 0.01
C 2.59221 -0.11925 0.13117 -0.24
C 3.93670 -0.28959 -0.17832 -0.03
C 4.87935 -0.41974 0.82281 -0.07
C 4.45732 -0.41066 2.14398 -0.06
C 3.12057 -0.22771 2.44147 -0.02
C 2.15046 -0.03448 1.44735 -0.12
C 0.73857 0.22304 1.85296 -0.18
C 0.51548 0.78444 3.11666 -0.04
C -0.75352 0.91480 3.64785 -0.07
C -1.84349 0.45555 2.92971 -0.07
C -1.65175 -0.04173 1.64930 -0.11
C -0.37911 -0.12297 1.08087 -0.17
H 1.61400 -1.05012 -1.36798 0.08
H 2.01637 0.49454 -1.71982 0.11
H 4.23836 -0.33297 -1.21902 0.12
H 5.92298 -0.55391 0.57402 0.11
H 5.17007 -0.55164 2.94518 0.11
H 2.81213 -0.24584 3.47633 0.11
H 1.35852 1.13158 3.69754 0.11
H -0.88535 1.35926 4.62521 0.11
H -2.84169 0.51488 3.34409 0.11
H -2.51593 -0.35849 1.08592 0.08
C -3.24028 -1.87696 -1.31118 -0.06
C -3.43666 -0.40115 -1.25542 -0.64
N -2.45453 0.46482 -1.24907 -0.05
C -2.90502 1.77545 -1.20422 -0.31
C -4.25517 1.88240 -1.14990 -0.31
S -4.97482 0.33195 -1.18765 1.13
C -1.93283 2.87622 -1.24432 -0.33
C -2.20549 4.20847 -1.23670 -0.33
S -0.74671 5.09361 -1.24350 1.11
C 0.14994 3.63115 -1.27232 -0.63
N -0.59499 2.56555 -1.28150 0.03
C 1.64266 3.60509 -1.28832 -0.06
H -2.19666 -2.08736 -1.54045 0.04
H -3.86818 -2.32268 -2.08192 0.09
H -3.49847 -2.34197 -0.35804 0.09
H -4.85246 2.77753 -1.11037 0.09
H -3.16377 4.69944 -1.20918 0.08
H 2.05964 4.58803 -1.07939 0.08
H 2.00607 3.28910 -2.26792 0.09
H 2.00664 2.90878 -0.53115 0.08
N -0.20284 -3.42345 0.13628 0.20
C 0.13019 -3.46732 -1.16601 -0.69
O 0.16843 -2.45579 -1.86133 -0.06
C 0.42509 -4.82615 -1.74391 -0.55
I -1.35984 -5.58816 -2.63120 0.83
H -0.33182 -2.51849 0.57009 0.08
H -0.20445 -4.24925 0.70839 0.12
H 0.74325 -5.55133 -1.00150 0.05
H 1.15716 -4.73248 -2.53746 0.06